Record 1
{"formula": "C27H41N7O2", "method": "ωB97M-V with the def2-TZVPD basis set", "max_force_ev_per_a": 2.3, "total_charge": 0, "smiles": "CN(CCCCCN)C(=O)O.c1cc[nH]c1.c1cc[nH]c1.c1cc[nH]c1.c1cc[nH]c1.c1cc[nH]c1", "de_lowest_kj_mol": 172.2, "e_tot_ev": -43188.4778, "homo_energy_ev": -8.18, "lumo_energy_ev": 0.300, "species": ["C", "N", "C", "C", "C", "C", "C", "N", "C", "O", "O", "H", "H", "H", "H", "H", "H", "H", "H", "H", "H", "H", "H", "H", "H", "H", "H", "N", "C", "C", "C", "C", "H", "H", "H", "H", "H", "N", "C", "C", "C", "C", "H", "H", "H", "H", "H", "N", "C", "C", "C", "C", "H", "H", "H", "H", "H", "N", "C", "C", "C", "C", "H", "H", "H", "H", "H", "N", "C", "C", "C", "C", "H", "H", "H", "H", "H"], "positions_angstrom": [[-3.40045, 0.98999, 0.78266], [-3.15808, 0.70605, -0.62157], [-3.14712, -0.73094, -0.94269], [-1.88389, -1.47342, -0.43959], [-0.90073, -1.66503, -1.58498], [0.55314, -1.92388, -1.16804], [1.01516, -1.15467, 0.03948], [2.47604, -1.18033, 0.16652], [-2.05018, 1.35878, -1.09748], [-1.10799, 1.68398, -0.44652], [-2.09364, 1.59316, -2.40368], [-2.53327, 0.82087, 1.40771], [-4.23776, 0.43235, 1.15860], [-3.64883, 2.03708, 0.89649], [-3.29322, -0.86493, -2.00666], [-4.00836, -1.16291, -0.45636], [-1.48845, -0.87593, 0.36631], [-2.22661, -2.43305, -0.08785], [-0.90995, -0.85188, -2.30001], [-1.23159, -2.53779, -2.13070], [1.17820, -1.59877, -1.99193], [0.77039, -2.97633, -1.05380], [0.57645, -1.61456, 0.92683], [0.67984, -0.12998, 0.03939], [2.77804, -2.04120, 0.60030], [2.76903, -0.42256, 0.77008], [-1.51333, 2.35460, -2.54185], [1.11645, 2.43726, 1.67677], [1.51786, 1.96401, 2.89615], [2.45497, 2.82958, 3.39692], [2.62236, 3.86803, 2.44227], [1.78130, 3.59704, 1.39435], [0.43635, 2.00109, 1.07698], [1.10412, 1.05581, 3.30123], [2.96261, 2.73116, 4.34233], [3.28330, 4.71587, 2.51676], [1.60038, 4.12799, 0.47547], [3.22575, -0.09324, -3.98480], [3.01788, -1.32359, -4.54485], [3.09048, -1.18891, -5.90482], [3.35657, 0.18029, -6.17712], [3.43621, 0.82886, -4.97255], [3.22433, 0.09985, -2.99834], [2.83768, -2.18644, -3.92761], [2.96798, -1.98267, -6.62287], [3.47688, 0.63577, -7.14578], [3.62417, 1.86194, -4.73504], [2.55843, -5.14722, -4.00984], [3.71582, -5.10713, -4.73923], [3.53671, -5.88130, -5.85326], [2.21680, -6.40658, -5.79619], [1.63880, -5.93463, -4.64888], [2.40708, -4.67214, -3.13900], [4.56218, -4.53283, -4.40304], [4.26858, -6.05179, -6.62474], [1.74695, -7.05576, -6.51585], [0.65778, -6.08998, -4.23372], [2.21953, 5.74024, 7.46311], [2.57978, 5.26680, 6.23147], [3.91023, 4.94714, 6.27840], [4.36935, 5.23571, 7.59258], [3.30289, 5.72179, 8.29941], [1.30046, 6.05380, 7.71482], [1.86247, 5.19860, 5.43095], [4.49111, 4.55017, 5.46236], [5.36781, 5.10138, 7.97364], [3.22147, 6.05481, 9.31982], [-7.14088, -1.30972, 1.49180], [-7.64919, -0.04208, 1.39353], [-8.81255, -0.00014, 2.11258], [-9.01261, -1.29199, 2.67035], [-7.96489, -2.07634, 2.27074], [-6.29481, -1.62937, 1.05808], [-7.14170, 0.71645, 0.82180], [-9.45006, 0.86023, 2.22745], [-9.83251, -1.60785, 3.29314], [-7.73551, -3.10869, 2.47159]], "atomic_forces_ev_per_a": [[0.379, 0.456, 0.110], [-0.817, -0.640, 0.262], [0.068, -0.193, 0.275], [-0.905, 0.675, -1.096], [0.599, -0.624, 0.456], [-0.012, 0.648, -0.654], [0.390, -0.727, 0.881], [0.016, 0.366, -0.296], [-0.437, -0.413, -0.606], [1.442, 1.099, 1.408], [-0.497, 0.401, -0.847], [0.253, -0.273, 0.283], [-0.363, -0.437, -0.036], [-0.062, 0.299, -0.053], [0.066, 0.020, -0.315], [-0.452, 0.039, 0.111], [0.275, -0.099, 0.407], [0.210, -0.392, 0.472], [-0.151, 0.435, 0.048], [-0.196, -0.189, -0.428], [0.237, 0.010, -0.303], [-0.078, -0.459, 0.283], [-0.313, 0.056, 0.211], [-0.094, 0.420, -0.324], [0.072, -0.062, 0.011], [0.127, -0.037, 0.061], [0.352, -0.332, -0.315], [0.008, -0.061, 0.004], [-0.007, -0.023, -0.095], [0.037, -0.035, 0.069], [0.007, 0.041, -0.007], [-0.023, -0.051, -0.021], [-0.133, 0.090, -0.060], [0.006, 0.004, 0.021], [-0.018, 0.006, 0.010], [-0.001, 0.000, 0.005], [0.009, 0.006, 0.004], [-0.001, 0.023, 0.026], [-0.028, -0.011, 0.113], [0.002, -0.008, -0.040], [0.003, 0.030, 0.007], [-0.029, 0.007, 0.024], [0.028, -0.052, 0.004], [-0.006, -0.019, -0.030], [0.008, -0.013, 0.015], [0.004, 0.000, 0.000], [0.005, 0.003, -0.020], [-0.008, 0.014, -0.030], [0.028, 0.027, 0.076], [-0.005, 0.007, -0.013], [-0.019, -0.007, -0.009], [-0.013, 0.013, 0.047], [0.006, -0.016, -0.014], [0.007, 0.002, -0.028], [0.000, 0.005, -0.001], [-0.002, 0.003, -0.001], [-0.002, -0.014, -0.015], [0.037, -0.027, 0.012], [-0.077, 0.040, -0.031], [0.000, -0.020, -0.011], [0.021, -0.004, 0.013], [-0.045, 0.035, 0.017], [0.017, -0.016, -0.008], [0.033, -0.027, -0.024], [0.002, 0.005, -0.001], [-0.001, -0.001, 0.001], [0.020, -0.001, 0.000], [0.002, 0.028, 0.039], [0.064, -0.002, -0.054], [0.001, 0.020, 0.014], [-0.010, -0.014, 0.013], [0.034, -0.030, -0.027], [-0.031, -0.005, 0.000], [-0.025, 0.005, -0.012], [0.002, 0.001, 0.001], [0.001, 0.000, 0.001], [-0.020, -0.001, 0.006]]}

---

Record 2
{"formula": "C7H10N2O", "method": "ωB97M-V with the def2-TZVPD basis set", "max_force_ev_per_a": 5.1, "total_charge": 0, "smiles": "C#C[C@H]1C[C@@H](CC(N)=O)N1", "de_lowest_kj_mol": 422.9, "e_tot_ev": -12445.0657, "homo_energy_ev": -9.41, "lumo_energy_ev": 0.690, "species": ["C", "C", "C", "C", "C", "C", "C", "N", "N", "H", "H", "H", "H", "H", "H", "H", "H", "O", "H", "H"], "positions_angstrom": [[2.72346, -1.79967, -0.74792], [2.34761, -0.67539, -0.49889], [1.86950, 0.67391, -0.17942], [0.83140, 1.25778, -1.17505], [-0.23484, 0.98388, -0.09307], [-1.13336, -0.20670, -0.39603], [-1.78920, -0.83984, 0.80890], [-2.65295, -0.14993, 1.56578], [0.84843, 0.74717, 0.88964], [3.10220, -2.78953, -0.93203], [2.73934, 1.31905, 0.01453], [0.99112, 2.32220, -1.37435], [0.71268, 0.71383, -2.11898], [-0.85031, 1.86100, 0.16300], [-1.93170, 0.11203, -1.08472], [-0.56887, -1.00553, -0.89989], [0.76290, -0.08630, 1.46563], [-2.16695, -2.04350, 0.77078], [-2.28518, 0.69077, 1.99366], [-3.31527, -1.08524, 1.82843]], "atomic_forces_ev_per_a": [[-0.145, 0.780, 0.265], [0.293, -1.061, -0.267], [0.306, 0.026, -0.067], [0.012, 0.140, -0.226], [-0.152, 0.233, -0.032], [1.395, -0.201, 0.101], [-3.721, -2.833, -2.094], [-0.821, -1.289, 0.977], [-0.103, -0.040, 0.093], [-0.227, 0.426, 0.035], [-0.239, -0.171, -0.031], [-0.015, -0.254, 0.040], [0.040, 0.138, 0.257], [0.137, -0.213, 0.035], [0.045, -0.206, 0.414], [-0.062, 0.261, 0.177], [0.030, 0.068, -0.143], [2.277, 0.501, -0.622], [-0.957, -0.011, 0.654], [1.907, 3.705, 0.436]]}